Molecular formula: C6H11F3N2
Method: DFT, the ωB97M-V functional and the def2-TZVPD basis

```
! RIJCOSX wB97M-V def2-TZVPD def2/J DEFGRID3
* xyz 0 1
C -0.683 -0.834 2.996
C -0.094 -1.523 1.750
C -0.362 -0.790 0.403
C 0.244 0.643 0.360
C -0.296 1.367 -0.859
C 0.156 0.809 -2.213
N -0.754 0.021 -2.817
F -0.382 -0.613 -4.020
N 1.443 1.066 -2.721
F 2.373 1.753 -1.947
F 1.711 0.935 -4.104
H -1.736 -0.543 2.875
H -0.535 -1.557 3.837
H -0.096 0.038 3.189
H -0.510 -2.527 1.644
H 0.956 -1.662 1.926
H 0.088 -1.410 -0.373
H -1.434 -0.730 0.261
H -0.039 1.195 1.271
H 1.334 0.556 0.242
H 0.011 2.414 -0.848
H -1.396 1.392 -0.852
*
```

SMILES	CCCCC/C(=N/F)N(F)F
relative energy (zero: lowest compared OMol25 entry of this formula, charge and spin)	97.60	kcal/mol
lowest unoccupied orbital energy	0.1	eV
gap between HOMO and LUMO	9.809	eV

natural (NBO) population analysis, charges in e, atoms 1 to 5:
1. C -0.612
2. C -0.386
3. C -0.395
4. C -0.400
5. C -0.434

***

Molecular formula: C3H5NOS
Method: DFT, the ωB97M-V functional and the def2-TZVPD basis

```
! RIJCOSX wB97M-V def2-TZVPD def2/J DEFGRID3
* xyz 0 1
O 0.180 -2.394 0.194
C 0.648 -1.136 0.414
N 1.159 -0.403 -0.488
S 1.839 1.008 -0.335
H 0.023 -2.600 -0.723
H 0.635 -0.959 1.475
H 1.091 -1.002 -1.400
C -1.854 1.506 0.354
C -1.010 2.223 -0.087
H -2.356 0.715 0.859
H -0.357 3.042 -0.263
*
```

SMILES	O/C=[NH+]/[S-].C#C
relative energy (zero: lowest compared OMol25 entry of this formula, charge and spin)	111.07	kcal/mol
lowest unoccupied orbital energy	0.1	eV
gap between HOMO and LUMO	7.707	eV

natural (NBO) population analysis, charges in e, atoms 1 to 5:
1. O -0.661
2. C 0.400
3. N -0.610
4. S -0.154
5. H 0.481

***

Molecular formula: C3H6NO2
Method: DFT, the ωB97M-V functional and the def2-TZVPD basis

```
! RIJCOSX wB97M-V def2-TZVPD def2/J DEFGRID3
* xyz 1 1
C -2.370 0.732 -0.750
C 1.367 1.019 0.482
C 0.352 -1.066 0.149
N -1.423 0.348 -0.237
O 0.193 -2.105 -0.597
O 1.164 -0.196 -0.241
H -3.030 1.053 -1.524
H 1.105 1.798 -0.312
H 2.471 1.189 0.664
H 0.735 1.000 1.456
H -0.138 -1.070 1.103
H -0.428 -2.702 -0.192
*
```

relative energy (zero: lowest compared OMol25 entry of this formula, charge and spin)	37.93	kcal/mol
lowest unoccupied orbital energy	-4.0	eV
gap between HOMO and LUMO	12.877	eV

natural (NBO) population analysis, charges in e, atoms 1 to 5:
1. C 0.229
2. C -0.288
3. C 0.750
4. N -0.440
5. O -0.559

***

Molecular formula: C19H16N4O4PtSe
Method: DFT, the ωB97M-V functional and the def2-TZVPD basis

```
! RIJCOSX wB97M-V def2-TZVPD def2/J DEFGRID3
* xyz 0 1
Pt -0.634 0.721 -1.213
O 1.100 2.861 -6.333
C 1.390 2.497 -5.275
O 1.689 2.135 -4.218
C -1.148 0.794 -3.282
O -0.821 1.247 -4.334
O -2.045 0.130 -2.742
N -2.298 0.381 0.331
C -1.902 -0.410 1.443
C -2.672 -1.497 1.835
C -2.301 -2.263 2.927
C -1.160 -1.919 3.637
C -0.387 -0.846 3.225
C -0.715 -0.070 2.109
C 0.281 0.959 1.642
C 1.057 1.573 2.633
C 2.146 2.369 2.329
C 2.500 2.561 1.002
C 1.716 2.010 0.002
C 0.593 1.238 0.291
H -3.069 -0.013 -0.196
H -2.545 1.318 0.649
H -3.577 -1.728 1.285
H -2.906 -3.109 3.226
H -0.856 -2.499 4.498
H 0.535 -0.639 3.751
H 0.785 1.433 3.671
H 2.711 2.837 3.124
H 3.358 3.168 0.743
H 1.955 2.214 -1.034
C 1.105 -2.169 0.574
C 0.958 -2.082 -0.898
N 0.297 -1.193 -1.622
C 0.445 -1.572 -2.948
C 1.192 -2.695 -3.017
N 1.503 -3.005 -1.716
H 0.135 -2.305 1.049
H 1.556 -1.261 0.970
H 1.737 -3.018 0.835
H 0.004 -1.019 -3.755
H 1.521 -3.285 -3.853
H 2.041 -3.794 -1.402
Se -1.197 3.114 -1.482
C -1.833 3.373 0.231
N -2.244 3.459 1.308
*
```

relative energy (zero: lowest compared OMol25 entry of this formula, charge and spin)	56.55	kcal/mol
lowest unoccupied orbital energy	0.1	eV
gap between HOMO and LUMO	7.982	eV

natural (NBO) population analysis, charges in e, atoms 1 to 5:
1. Pt 0.814
2. O -0.518
3. C 1.039
4. O -0.520
5. C 0.795